10
Properties=species:S:1:pos:R:3:forces:R:3:nbo_charge:R:1 method="wB97M-V/def2-TZVPD" orbital_gap_ev=8.74 homo_ev=-8.88 charge=0 lumo_ev=-0.14
C -1.8390 -0.5925 -0.0945 1.9 -1.2 0.2 0.241
C 1.4070 -0.3877 -0.2015 -5.3 1.0 0.6 -0.586
C -0.2446 -0.4602 0.2204 0.4 0.3 2.6 -0.372
C -1.1760 0.6702 -0.0595 0.6 1.0 -0.1 -0.649
H 1.6219 0.3626 0.5941 0.8 -0.8 -0.9 0.223
H 1.6601 -1.4260 -0.0090 1.0 0.4 -0.7 0.234
H -0.1619 -0.7013 1.3609 -0.7 0.0 -1.9 0.210
H 1.2524 0.1020 -1.1922 1.3 -0.9 0.5 0.221
H -1.0589 0.8752 -1.1260 0.0 0.4 -0.4 0.250
H -1.4610 1.5577 0.5074 -0.1 -0.2 0.0 0.227

52
Properties=species:S:1:pos:R:3:forces:R:3:lowdin_spin:R:1 method="wB97M-V/def2-TZVPD" multiplicity=5 orbital_gap_ev="4.93 / 6.31" homo_ev="-4.73 / -6.28" charge=0 lumo_ev="0.21 / 0.03"
C 0.7494 1.6646 3.3146 -2.6 2.0 -2.3 0.060
C 1.1820 2.2863 2.0710 -1.1 0.2 1.4 0.017
C 0.0136 2.5891 1.2811 0.1 -0.3 1.1 0.015
H 2.1955 2.5924 1.8969 0.2 0.1 -0.3 0.004
C -1.1460 2.0709 1.9780 1.1 0.2 0.7 0.003
C -0.7016 1.5288 3.2454 2.3 1.4 -1.4 0.027
H -1.3200 1.2359 4.0470 -0.6 -0.5 0.6 0.003
H 1.3453 1.4980 4.1621 0.8 -0.5 0.8 0.006
H 0.0016 3.1155 0.3419 0.0 0.0 -0.1 0.001
H -2.1820 2.2023 1.7171 0.0 0.0 -0.2 0.001
Fe 0.2108 0.4803 1.4124 -0.4 -0.5 0.3 2.811
C 0.1141 -1.9536 -0.3719 -1.1 0.1 2.3 0.260
H 0.2357 0.8199 -0.4399 0.4 -0.4 -0.2 0.030
H -0.7761 -2.2508 0.2842 0.8 -0.3 -0.3 0.049
H 0.5073 -1.4992 0.6210 0.9 0.8 0.3 0.105
Si 0.1018 -0.2954 -1.4804 -1.5 -1.0 -1.9 0.176
C 1.4070 -0.7227 -2.7801 -0.2 0.1 0.4 0.026
C 2.2555 0.3641 -2.9402 1.3 0.1 -0.7 0.007
H 2.0172 1.3191 -2.4660 0.2 -0.2 0.0 0.001
C 3.4334 0.2658 -3.7078 -0.2 -0.4 -0.2 -0.001
H 4.0983 1.1295 -3.7841 -0.2 -0.3 0.0 0.000
C 3.7578 -0.9428 -4.3620 -0.7 0.6 0.7 0.006
H 4.7041 -1.0249 -4.9076 -0.5 -0.1 0.1 0.000
C 2.8423 -2.0082 -4.2793 0.1 0.1 -0.1 0.002
H 3.0953 -2.9327 -4.8339 -0.5 0.6 0.5 0.000
C 1.6613 -1.8972 -3.5102 0.9 -0.2 -0.4 0.013
H 0.9784 -2.7515 -3.5257 0.1 0.4 0.3 0.005
C -1.3446 0.4555 -2.6472 0.1 0.0 0.7 0.034
C -1.0987 0.7427 -4.0019 0.3 0.1 -0.1 0.013
H -0.2131 0.3199 -4.4749 -0.1 0.2 0.1 0.000
C -1.9292 1.5814 -4.7631 0.2 -0.3 0.2 -0.001
H -1.6629 1.8157 -5.8020 -0.1 -0.1 0.5 0.000
C -3.0890 2.1056 -4.1973 0.3 -0.2 0.1 0.012
H -3.6996 2.8002 -4.7680 0.0 -0.2 0.1 0.001
C -3.4332 1.7404 -2.8944 0.1 -0.2 0.1 -0.001
H -4.3907 2.1063 -2.4857 0.7 -0.3 0.0 0.000
C -2.5661 0.9285 -2.1345 -0.4 0.4 -0.1 0.019
H -2.8622 0.6791 -1.1159 0.1 0.1 -0.1 0.004
H 0.7113 -2.8468 -0.5157 -0.1 0.0 -0.9 0.007
H -0.9092 -1.8592 -1.0505 -1.0 0.0 -2.0 0.171
C -1.0579 -1.5470 6.5842 -0.7 -0.1 -0.2 0.000
O -1.7441 -1.8527 5.3318 0.4 0.1 0.7 0.001
C -1.1245 -1.6087 4.1838 -1.8 -0.3 -3.9 0.003
O -1.6687 -1.8390 3.0625 1.6 0.5 3.7 0.008
N 0.1118 -1.0231 4.2664 1.1 -0.6 -0.1 0.012
N 0.7805 -0.9754 2.9760 1.0 -1.6 0.6 0.056
H -0.2701 -2.2825 6.7892 -0.1 0.1 -0.1 0.000
H -1.8420 -1.6336 7.3431 0.3 0.0 -0.2 0.000
H -0.6566 -0.5287 6.5870 -0.1 -0.2 -0.1 0.000
H 0.7028 -1.4254 5.0039 -0.3 0.4 -0.4 0.002
H 1.7938 -0.8141 3.1703 -1.2 -0.1 -0.2 0.010
H 0.6804 -1.9227 2.5692 0.2 0.4 0.2 0.022

21
Properties=species:S:1:pos:R:3:forces:R:3:nbo_charge:R:1 method="wB97M-V/def2-TZVPD" orbital_gap_ev=10.98 homo_ev=-11.15 charge=0 lumo_ev=-0.17
H -0.8353 -0.3439 0.0971 -0.1 -0.1 -0.1 0.462
H -0.8803 -1.1345 -1.2001 0.0 -0.1 0.1 0.477
H 2.2362 1.8506 1.3373 0.1 0.1 0.0 0.460
H 1.1898 2.7089 0.6457 0.0 0.2 -0.1 0.471
H 3.6417 -2.1051 1.2464 0.0 -0.2 0.1 0.476
H 2.1590 -1.8816 0.9984 -0.1 -0.2 -0.2 0.482
H 1.5418 -3.7104 -1.6348 -0.2 0.2 -0.1 0.456
H 2.3339 -3.5586 -0.3465 0.0 0.3 0.0 0.493
H -1.7252 2.6763 0.9314 -0.1 0.1 0.0 0.461
H -2.7661 3.2314 -0.0270 0.1 0.0 -0.1 0.473
H -2.9452 -0.6522 2.8209 0.0 -0.1 0.1 0.466
H -2.0429 -1.8499 3.0687 -0.1 0.0 0.0 0.472
H -1.4831 1.6043 -4.0722 0.0 0.1 0.1 0.465
H -0.4402 2.6297 -4.4855 0.0 0.0 0.1 0.468
O -1.2710 -1.0957 -0.3199 0.0 0.2 0.1 -0.940
O 2.0847 2.7415 1.0022 -0.1 -0.3 0.0 -0.931
O 2.8363 -2.5672 0.9880 0.9 0.7 1.7 -0.945
O 1.8264 -3.0522 -0.9908 -0.7 -0.9 -1.4 -0.963
O -1.8280 3.2819 0.1885 0.0 -0.2 0.2 -0.934
O -2.5742 -1.1905 3.5291 0.1 0.1 -0.2 -0.938
O -1.0583 2.4176 -3.7771 0.0 -0.1 -0.2 -0.933

37
Properties=species:S:1:pos:R:3:forces:R:3:nbo_charge:R:1 method="wB97M-V/def2-TZVPD" orbital_gap_ev=8.58 homo_ev=-7.82 charge=0 lumo_ev=0.77
C -1.7804 0.5165 1.6071 -0.6 -0.9 0.8 -0.416
C -2.4664 1.1757 2.8631 -0.3 -1.2 -1.4 -0.612
C -2.5892 -0.5695 0.8892 0.1 1.6 -0.5 -0.004
C -2.9271 -0.2809 -0.4637 0.9 0.1 1.1 -0.214
C -2.9001 -1.7859 1.4553 -0.4 -1.4 -1.2 -0.223
C -3.5243 -1.2110 -1.2522 -2.8 -0.4 0.7 -0.215
C -3.5501 -2.7396 0.6282 0.0 0.4 0.5 -0.202
C -3.9820 -2.3825 -0.6213 1.1 -0.6 -1.4 -0.220
H -1.6186 1.3154 0.8984 0.7 -0.1 -0.2 0.205
H -0.8889 -0.0648 1.8612 0.4 0.9 0.1 0.219
H -1.9309 1.0707 3.8012 0.0 0.0 0.0 0.213
H -2.6493 0.6882 -0.8520 0.0 0.1 -0.1 0.203
H -2.5964 -2.1412 2.4299 0.2 0.5 0.2 0.216
H -4.0789 -0.9699 -2.1586 0.9 0.1 -0.3 0.214
H -3.7108 -3.7748 0.9086 -0.1 0.2 0.5 0.212
H -4.4735 -3.1142 -1.2578 -0.2 0.0 0.3 0.205
H -3.4403 0.6777 2.8926 0.0 0.3 0.7 0.211
H -2.6375 2.2119 2.6177 0.0 0.4 0.3 0.208
C 2.1502 -2.0378 -1.2529 0.5 0.2 0.9 -0.640
C 2.9564 0.3705 -1.0031 -0.4 -0.3 0.6 -0.130
C 1.9910 -0.5854 -1.5103 -0.3 1.1 -0.6 -0.070
C 2.4772 1.6366 -1.3006 -0.2 1.8 0.5 0.206
C 1.0516 0.1693 -2.1596 0.2 -0.5 0.2 -0.048
C 4.5264 1.4096 0.5050 -1.0 2.4 1.0 -0.238
C 3.8682 2.6854 0.3493 0.6 -1.4 -1.0 -0.206
C 4.0488 0.3021 -0.1174 1.2 -0.9 0.2 -0.205
C 2.9543 2.8066 -0.6690 0.5 0.3 0.4 -0.259
N 1.3238 1.5326 -2.0204 -0.1 -2.1 -0.6 -0.547
H 5.3216 1.4549 1.2429 0.1 -0.8 -0.2 0.210
H 4.1414 3.5217 0.9785 0.2 0.1 -0.3 0.210
H 4.6289 -0.5849 0.1340 -0.6 -0.4 -0.4 0.215
H 2.6960 3.8157 -0.9521 -0.8 0.0 -0.1 0.211
H 2.1482 -2.1118 -0.1503 0.6 -0.2 -0.3 0.218
H 3.1420 -2.2287 -1.6848 -0.3 -0.9 0.4 0.222
H 0.2102 -0.2113 -2.7189 -0.1 0.3 0.1 0.212
H 0.7116 2.2100 -2.4039 0.0 0.8 0.0 0.411
H 1.3969 -2.7769 -1.5132 -0.1 0.4 -0.8 0.228

14
Properties=species:S:1:pos:R:3:forces:R:3:nbo_charge:R:1 method="wB97M-V/def2-TZVPD" orbital_gap_ev="7.55 / 8.34" homo_ev="-8.46 / -7.77" charge=0 lumo_ev="-0.91 / 0.57"
C -0.1513 -1.8926 0.2224 -0.7 0.9 -1.7 0.017
C -2.0410 -0.3646 -0.1007 0.7 -1.3 0.7 0.197
C 0.9913 -1.3692 -0.5109 -1.8 2.2 2.2 -0.130
C 0.3479 2.0373 0.2787 -2.5 -1.3 -4.6 -0.480
N -1.3283 -1.2953 0.1849 -1.0 1.3 -0.7 -0.429
N 0.8450 0.9531 -0.5502 -0.4 0.0 -0.8 -0.081
O 1.2701 -0.0904 0.1575 0.1 0.3 0.8 -0.347
S -3.0840 0.7815 -0.1890 -0.6 0.7 -0.4 0.045
H -0.0722 -2.5114 1.0251 0.7 -2.0 1.9 0.188
H 1.8001 -1.8953 -0.2704 3.4 -2.5 0.6 0.196
H 0.9230 -1.1873 -1.5141 -0.5 0.4 -2.6 0.210
H 0.9379 2.3621 0.9975 3.5 1.9 3.0 0.194
H 0.0840 2.7639 -0.5499 0.2 -0.3 1.6 0.217
H -0.5227 1.7082 0.8190 -0.9 -0.2 -0.1 0.204